[1]
{
  "formula": "C5H21N2O5",
  "method": "ωB97M-V/def2-TZVPD",
  "homo_energy_ev": -12.705,
  "largest_force_ev_per_a": 3.14,
  "charge": 1,
  "lumo_ha": -0.1048,
  "homo_lumo_gap_ev": 9.852,
  "species": ["C", "C", "C", "C", "C", "N", "N", "H", "H", "H", "H", "H", "H", "H", "H", "H", "H", "H", "H", "H", "O", "H", "H", "O", "H", "H", "O", "H", "H", "O", "H", "H", "O"],
  "coordinates": [[0.119, -1.441, 0.888], [1.471, -0.796, 0.563], [1.728, -0.533, -0.910], [2.047, 0.690, -1.357], [2.251, -2.120, -2.644], [1.552, -1.682, -1.680], [-1.166, -0.608, 0.447], [0.165, -2.320, 0.195], [0.081, -1.651, 1.963], [2.324, -1.472, 0.915], [1.593, 0.135, 1.198], [2.225, 1.518, -0.724], [2.154, 0.902, -2.444], [3.031, -1.772, -3.346], [1.889, -3.068, -3.018], [-0.743, 0.333, 0.361], [-1.386, -0.872, -0.547], [-2.039, -0.440, 1.003], [-0.974, 1.054, 2.838], [0.145, 1.689, 2.820], [-0.136, 0.861, 2.365], [2.071, 3.759, 2.161], [2.889, 2.523, 2.036], [1.991, 2.803, 2.271], [-2.853, 1.882, 1.082], [-3.394, 2.847, 2.266], [-2.809, 2.135, 2.003], [-1.088, -2.021, -3.113], [-0.213, -1.918, -1.818], [-1.143, -1.909, -2.163], [-3.445, 0.088, -1.628], [-4.647, 0.664, -1.020], [-3.688, 0.742, -0.964]]
}

[2]
{
  "formula": "C8H21F3MgN8O2",
  "method": "ωB97M-V/def2-TZVPD",
  "homo_energy_ev": -15.359,
  "largest_force_ev_per_a": 1.50,
  "charge": 2,
  "lumo_ha": -0.2492,
  "homo_lumo_gap_ev": 8.578,
  "species": ["Mg", "N", "N", "C", "N", "N", "N", "O", "O", "H", "H", "H", "H", "H", "N", "C", "C", "C", "N", "C", "C", "N", "C", "H", "H", "H", "H", "H", "H", "H", "H", "H", "H", "H", "H", "H", "H", "H", "H", "F", "C", "F", "F"],
  "coordinates": [[0.840, 0.471, 0.163], [-0.455, -1.383, 2.399], [-0.193, -0.557, 3.498], [0.541, 0.547, 3.368], [0.568, 1.430, 4.343], [1.257, 0.641, 2.205], [1.792, 1.807, 1.839], [1.801, 2.829, 2.479], [2.261, 1.754, 0.638], [-1.420, -1.242, 2.112], [-0.334, -2.346, 2.690], [-0.750, -0.665, 4.332], [-0.017, 1.327, 5.158], [1.100, 2.279, 4.239], [3.938, 0.425, -1.596], [3.534, -0.350, -2.841], [2.587, 0.495, -3.689], [1.123, 0.495, -3.239], [0.882, 1.247, -1.971], [0.619, -0.941, -3.089], [1.458, -1.800, -2.141], [1.152, -1.454, -0.716], [2.951, -1.726, -2.499], [4.396, 1.306, -1.838], [4.589, -0.107, -1.015], [3.120, 0.666, -1.036], [4.472, -0.492, -3.374], [2.598, 0.070, -4.694], [2.975, 1.514, -3.793], [0.558, 0.969, -4.042], [-0.126, 1.421, -1.932], [1.266, 2.187, -2.064], [0.634, -1.410, -4.074], [-0.426, -0.939, -2.764], [1.168, -2.839, -2.292], [1.651, -2.099, -0.105], [0.166, -1.699, -0.573], [3.067, -2.326, -3.402], [3.563, -2.221, -1.736], [-1.767, 1.896, -0.355], [-1.196, 0.894, 0.374], [-1.833, -0.273, -0.120], [-1.740, 1.028, 1.634]]
}

[3]
{
  "formula": "C20H23N2O7",
  "method": "ωB97M-V/def2-TZVPD",
  "homo_energy_ev": -3.467,
  "largest_force_ev_per_a": 2.31,
  "charge": -1,
  "lumo_ha": 0.0744,
  "homo_lumo_gap_ev": 5.491,
  "species": ["C", "C", "O", "C", "C", "C", "C", "O", "O", "H", "H", "H", "H", "H", "H", "H", "H", "H", "C", "O", "C", "C", "C", "C", "C", "C", "C", "O", "N", "C", "C", "O", "N", "C", "C", "O", "C", "C", "H", "H", "H", "H", "H", "H", "H", "H", "H", "H", "H", "H", "H", "H"],
  "coordinates": [[3.762, -2.001, -2.583], [2.286, -2.164, -2.813], [1.670, -0.877, -2.572], [0.310, -0.940, -2.765], [-0.284, 0.375, -2.586], [-1.647, 0.675, -2.897], [-1.918, 2.163, -3.112], [-2.554, -0.177, -2.961], [-0.253, -1.992, -3.048], [4.270, -2.964, -2.667], [4.191, -1.318, -3.325], [3.963, -1.580, -1.593], [2.090, -2.506, -3.843], [1.852, -2.893, -2.112], [0.425, 1.210, -2.593], [-0.989, 2.750, -3.079], [-2.379, 2.296, -4.097], [-2.614, 2.525, -2.345], [-3.077, 5.220, 1.927], [-3.733, 3.978, 2.250], [-3.171, 2.851, 1.733], [-3.801, 1.640, 2.094], [-3.256, 0.444, 1.699], [-2.027, 0.384, 0.999], [-1.378, -0.887, 0.750], [-0.104, -1.223, 1.088], [0.337, -2.587, 0.741], [-0.400, -3.437, 0.266], [1.684, -2.899, 1.023], [2.143, -4.244, 0.730], [2.626, -1.995, 1.537], [3.829, -2.252, 1.610], [2.112, -0.770, 1.981], [3.043, 0.085, 2.682], [0.745, -0.419, 1.976], [0.335, 0.507, 2.693], [-1.463, 1.605, 0.570], [-2.013, 2.827, 0.917], [-3.698, 5.995, 2.378], [-2.065, 5.227, 2.356], [-3.028, 5.338, 0.836], [-4.690, 1.717, 2.719], [-3.717, -0.489, 2.023], [-1.951, -1.676, 0.262], [3.175, -4.316, 1.071], [1.511, -4.971, 1.254], [2.083, -4.450, -0.348], [2.556, 1.041, 2.874], [3.342, -0.380, 3.630], [3.932, 0.222, 2.064], [-0.535, 1.581, -0.001], [-1.524, 3.754, 0.607]]
}

[4]
{
  "formula": "C23H34N3ORh",
  "method": "ωB97M-V/def2-TZVPD",
  "homo_energy_ev": -14.117,
  "largest_force_ev_per_a": 1.04,
  "charge": 2,
  "lumo_ha": -0.2939,
  "homo_lumo_gap_ev": 6.120,
  "species": ["Rh", "C", "C", "C", "C", "C", "C", "C", "C", "C", "C", "C", "C", "N", "C", "C", "C", "C", "C", "N", "C", "C", "C", "C", "H", "H", "H", "H", "H", "H", "H", "H", "H", "H", "H", "H", "H", "H", "H", "H", "H", "H", "H", "H", "H", "H", "H", "H", "H", "H", "H", "H", "H", "O", "H", "H", "C", "C", "N", "H", "H", "H"],
  "coordinates": [[0.328, -0.328, -1.210], [3.084, -2.479, -0.015], [1.765, -3.239, 0.129], [0.897, -3.258, -1.128], [0.941, -2.847, 1.340], [0.649, -3.839, 2.262], [-0.096, -3.566, 3.399], [-0.599, -2.297, 3.602], [-0.374, -1.268, 2.691], [-1.050, 0.066, 2.963], [-2.557, -0.125, 3.151], [-0.461, 0.768, 4.191], [0.443, -1.547, 1.575], [0.829, -0.474, 0.713], [1.144, 0.721, 1.205], [1.052, 1.830, 0.388], [1.222, 3.225, 0.477], [0.830, 3.753, -0.742], [0.437, 2.687, -1.586], [0.581, 1.560, -0.890], [0.011, 2.700, -3.029], [-0.705, 1.392, -3.383], [1.271, 2.850, -3.901], [-0.931, 3.881, -3.284], [3.702, -2.941, -0.787], [3.643, -2.520, 0.920], [2.945, -1.430, -0.263], [2.043, -4.284, 0.285], [0.498, -2.241, -1.369], [0.003, -3.866, -0.999], [1.436, -3.587, -2.017], [1.038, -4.836, 2.105], [-0.285, -4.347, 4.123], [-1.194, -2.099, 4.484], [-0.920, 0.722, 2.099], [-2.781, -0.661, 4.072], [-2.983, -0.700, 2.331], [-3.057, 0.843, 3.207], [-0.637, 0.178, 5.091], [-0.931, 1.741, 4.335], [0.616, 0.919, 4.114], [1.441, 0.774, 2.245], [1.587, 3.766, 1.336], [0.843, 4.792, -1.027], [-0.032, 0.512, -3.274], [-0.992, 1.385, -4.435], [-1.607, 1.252, -2.789], [1.926, 1.983, -3.804], [1.832, 3.742, -3.624], [0.984, 2.946, -4.949], [-1.785, 3.870, -2.605], [-1.306, 3.839, -4.307], [-0.409, 4.830, -3.166], [2.206, -0.367, -2.355], [3.054, -0.024, -2.038], [2.402, -1.113, -2.937], [-4.151, -0.554, -0.401], [-2.722, -0.522, -0.649], [-1.597, -0.482, -0.847], [-4.654, -1.005, -1.257], [-4.513, 0.464, -0.261], [-4.355, -1.142, 0.491]]
}

[5]
{
  "formula": "C30H37N2O3PdSTe",
  "method": "ωB97M-V/def2-TZVPD",
  "homo_energy_ev": [-13.507, -13.843],
  "largest_force_ev_per_a": 1.11,
  "charge": 2,
  "multiplicity": 2,
  "lumo_ha": [-0.2489, -0.2899],
  "homo_lumo_gap_ev": [6.734, 5.954],
  "s2": 0.76,
  "species": ["Pd", "N", "C", "O", "C", "C", "H", "H", "H", "H", "H", "H", "C", "C", "C", "C", "C", "C", "Te", "N", "C", "O", "C", "C", "C", "C", "C", "C", "C", "C", "C", "C", "C", "C", "C", "C", "C", "C", "H", "H", "H", "H", "H", "H", "H", "H", "H", "H", "H", "H", "H", "H", "H", "H", "H", "H", "H", "H", "H", "H", "H", "O", "S", "C", "C", "C", "C", "H", "H", "H", "H", "H", "H", "H", "H"],
  "coordinates": [[0.593, -2.694, -0.848], [4.120, -3.434, 1.471], [3.077, -3.330, 0.650], [2.379, -2.308, 0.606], [2.788, -4.481, -0.281], [1.323, -4.556, -0.654], [4.350, -2.662, 2.077], [4.663, -4.278, 1.536], [3.080, -5.445, 0.146], [3.412, -4.327, -1.164], [0.669, -4.992, 0.095], [1.143, -4.974, -1.644], [0.733, 6.570, 2.869], [0.547, 5.132, 2.498], [0.530, 4.135, 3.470], [0.378, 2.798, 3.145], [0.377, 1.772, 4.250], [0.181, 2.465, 1.784], [-0.262, 0.462, 1.390], [-0.480, -2.002, 0.601], [-1.563, -2.687, 0.310], [-1.274, -3.522, -0.652], [-2.891, -2.607, 0.896], [-3.926, -3.299, 0.269], [-5.206, -3.232, 0.790], [-5.449, -2.480, 1.933], [-4.414, -1.801, 2.565], [-3.133, -1.862, 2.050], [-1.943, 0.910, 0.209], [-2.932, 1.608, 0.901], [-4.149, 1.861, 0.290], [-4.369, 1.411, -1.003], [-3.370, 0.737, -1.687], [-2.132, 0.475, -1.103], [-1.079, -0.208, -1.933], [0.249, 3.448, 0.771], [0.115, 3.151, -0.697], [0.407, 4.765, 1.158], [0.856, 6.695, 3.942], [-0.126, 7.163, 2.552], [1.612, 6.984, 2.372], [0.646, 4.412, 4.511], [0.684, 2.233, 5.186], [1.067, 0.948, 4.051], [-0.616, 1.346, 4.407], [-3.724, -3.881, -0.621], [-6.014, -3.765, 0.309], [-6.450, -2.430, 2.340], [-4.608, -1.234, 3.466], [-2.320, -1.365, 2.566], [-2.758, 1.959, 1.911], [-4.919, 2.402, 0.823], [-5.317, 1.598, -1.488], [-3.543, 0.417, -2.708], [-1.046, 0.223, -2.934], [-1.289, -1.275, -2.056], [-0.074, -0.088, -1.515], [0.340, 2.113, -0.942], [0.797, 3.781, -1.267], [-0.898, 3.360, -1.046], [0.437, 5.537, 0.398], [1.913, -1.988, -2.401], [3.413, -1.917, -2.712], [3.505, -1.657, -4.501], [3.386, -0.155, -4.721], [4.274, 0.469, -3.650], [3.883, -0.197, -2.332], [2.720, -2.271, -4.938], [4.477, -2.044, -4.815], [2.347, 0.155, -4.587], [3.691, 0.119, -5.729], [4.163, 1.550, -3.581], [5.323, 0.263, -3.872], [2.967, 0.219, -1.909], [4.660, -0.200, -1.571]]
}

[6]
{
  "formula": "C3H5N5",
  "method": "ωB97M-V/def2-TZVPD",
  "homo_energy_ev": -8.260,
  "smiles": "[H]/N=c1/nnccn1N",
  "largest_force_ev_per_a": 5.43,
  "lumo_ha": -0.0368,
  "homo_lumo_gap_ev": 7.258,
  "species": ["H", "N", "C", "N", "N", "C", "C", "N", "N", "H", "H", "H", "H"],
  "coordinates": [[-2.428, -0.387, -0.310], [-1.889, -0.787, -1.092], [-0.553, -0.506, -0.924], [0.470, -1.304, -1.419], [1.730, -1.400, -0.902], [2.022, -0.228, -0.267], [1.024, 0.501, 0.378], [-0.216, 0.392, 0.066], [-1.163, 0.939, 0.969], [3.036, 0.041, 0.132], [1.399, 1.279, 0.917], [-1.397, 0.358, 2.023], [-2.037, 1.103, 0.430]]
}

[7]
{
  "formula": "C6H18N6O12",
  "method": "ωB97M-V/def2-TZVPD",
  "homo_energy_ev": -9.558,
  "largest_force_ev_per_a": 11.90,
  "lumo_ha": -0.0568,
  "homo_lumo_gap_ev": 8.012,
  "species": ["C", "N", "O", "O", "H", "H", "H", "C", "N", "O", "O", "H", "H", "H", "C", "N", "O", "O", "H", "H", "H", "C", "N", "O", "O", "H", "H", "H", "C", "N", "O", "O", "H", "H", "H", "C", "N", "O", "O", "H", "H", "H"],
  "coordinates": [[-8.259, -3.487, 12.521], [-8.316, -4.612, 13.525], [-8.002, -5.703, 13.111], [-8.815, -4.382, 14.601], [-8.697, -2.582, 12.941], [-8.861, -3.856, 11.690], [-7.255, -3.146, 12.269], [-9.992, -5.198, 15.409], [-10.947, -6.154, 16.099], [-11.940, -5.694, 16.753], [-10.539, -7.312, 16.105], [-10.483, -4.962, 14.465], [-9.136, -5.832, 15.178], [-9.827, -4.392, 16.125], [-6.094, -10.257, 16.115], [-6.470, -10.865, 17.466], [-7.594, -10.628, 17.869], [-5.602, -11.511, 18.036], [-5.004, -10.249, 16.106], [-6.584, -9.297, 15.951], [-6.399, -11.004, 15.383], [-4.495, -7.312, 16.196], [-3.327, -6.410, 15.919], [-3.245, -5.442, 16.653], [-2.668, -6.593, 14.976], [-5.433, -6.775, 16.059], [-4.592, -7.705, 17.208], [-4.302, -8.167, 15.548], [-8.746, -11.988, 13.321], [-7.956, -10.805, 13.721], [-8.560, -9.757, 13.979], [-6.710, -11.017, 13.646], [-8.761, -11.985, 12.231], [-9.775, -11.854, 13.656], [-8.225, -12.870, 13.692], [-8.081, -7.728, 14.265], [-7.299, -7.534, 15.505], [-6.236, -8.074, 15.795], [-7.804, -6.700, 16.168], [-9.145, -7.607, 14.464], [-7.885, -8.693, 13.798], [-7.628, -6.876, 13.757]]
}

[8]
{
  "formula": "C2H10NS",
  "method": "ωB97M-V/def2-TZVPD",
  "homo_energy_ev": [-3.827, -9.509],
  "largest_force_ev_per_a": 5.02,
  "multiplicity": 2,
  "lumo_ha": [0.0279, 0.0212],
  "homo_lumo_gap_ev": [4.587, 10.086],
  "s2": 0.75,
  "species": ["N", "H", "H", "H", "H", "C", "C", "S", "H", "H", "H", "H", "H", "H"],
  "coordinates": [[1.156, -1.581, 0.184], [1.186, -1.572, -0.846], [0.243, -1.892, 0.496], [1.955, -2.129, 0.540], [1.330, -0.559, 0.318], [-0.722, 0.798, 0.988], [-0.362, 1.074, -0.435], [-0.840, -0.130, -1.723], [-0.722, -0.282, 1.229], [-1.836, 1.080, 1.038], [-0.138, 1.437, 1.752], [-0.407, 2.087, -0.683], [0.839, 0.998, -0.488], [-1.683, 0.669, -2.369]]
}

[9]
{
  "formula": "C3H7NOS",
  "method": "ωB97M-V/def2-TZVPD",
  "homo_energy_ev": 0.526,
  "smiles": "[O-]CNCC[S-]",
  "largest_force_ev_per_a": 1.47,
  "charge": -2,
  "lumo_ha": 0.2280,
  "homo_lumo_gap_ev": 5.678,
  "species": ["O", "C", "N", "C", "C", "S", "H", "H", "H", "H", "H", "H", "H"],
  "coordinates": [[2.880, 0.300, -0.209], [1.928, -0.616, 0.027], [0.586, -0.305, -0.561], [-0.487, -0.009, 0.395], [-1.714, 0.588, -0.264], [-3.343, -0.020, 0.414], [2.165, -1.628, -0.386], [1.702, -0.727, 1.116], [0.692, 0.490, -1.183], [-0.124, 0.719, 1.148], [-0.741, -0.904, 0.960], [-1.744, 0.458, -1.345], [-1.798, 1.653, -0.112]]
}

[10]
{
  "formula": "C19H23NO5S",
  "method": "ωB97M-V/def2-TZVPD",
  "homo_energy_ev": -8.930,
  "smiles": "CCCOc1cccc(C(=O)N(Cc2ccco2)[C@@H]2CCS(=O)(=O)C2)c1",
  "largest_force_ev_per_a": 0.92,
  "lumo_ha": 0.0219,
  "homo_lumo_gap_ev": 9.527,
  "species": ["C", "C", "C", "O", "C", "C", "C", "C", "C", "C", "O", "N", "C", "C", "C", "C", "C", "O", "C", "C", "C", "S", "O", "O", "C", "C", "H", "H", "H", "H", "H", "H", "H", "H", "H", "H", "H", "H", "H", "H", "H", "H", "H", "H", "H", "H", "H", "H", "H"],
  "coordinates": [[2.065, -1.737, 5.756], [0.972, -2.689, 5.287], [1.321, -3.315, 3.934], [1.437, -2.357, 2.900], [0.325, -1.773, 2.387], [-0.990, -2.145, 2.655], [-2.036, -1.471, 2.048], [-1.800, -0.428, 1.173], [-0.489, -0.065, 0.884], [-0.238, 1.107, -0.013], [-0.466, 2.242, 0.360], [0.274, 0.830, -1.243], [0.345, -0.519, -1.787], [-0.779, -0.766, -2.741], [-2.061, -1.185, -2.538], [-2.693, -1.150, -3.806], [-1.750, -0.709, -4.680], [-0.590, -0.473, -4.047], [0.463, 1.907, -2.207], [1.481, 2.958, -1.734], [1.576, 4.001, -2.828], [-0.107, 4.020, -3.555], [-0.769, 5.269, -3.310], [-0.028, 3.577, -4.922], [-0.804, 2.676, -2.544], [0.563, -0.727, 1.492], [1.783, -1.266, 6.694], [3.001, -2.272, 5.904], [2.227, -0.960, 5.013], [0.838, -3.495, 6.012], [0.030, -2.144, 5.204], [0.595, -4.091, 3.664], [2.312, -3.774, 3.985], [-1.213, -2.954, 3.333], [-3.051, -1.765, 2.271], [-2.618, 0.109, 0.717], [0.295, -1.234, -0.966], [1.299, -0.635, -2.310], [-2.493, -1.487, -1.606], [-3.705, -1.416, -4.028], [-1.777, -0.525, -5.736], [0.835, 1.452, -3.131], [1.113, 3.404, -0.809], [2.446, 2.490, -1.533], [1.808, 4.996, -2.466], [2.253, 3.717, -3.629], [-1.516, 2.114, -3.140], [-1.268, 3.102, -1.660], [1.586, -0.445, 1.293]]
}